13
Properties=species:S:1:pos:R:3:forces:R:3:nbo_charge:R:1 method="wB97M-V/def2-TZVPD" molar_mass_g_mol=87.11 e_above_lowest_kcal_mol=95.2 homo_ev=-12.88 gap_ev=7.92 total_charge=+1
H 3.34186 0.05342 -1.78403 -0.859 0.273 0.455 0.4396
H -0.04418 -1.43755 1.92975 -0.570 0.221 -0.742 0.2330
N 0.93572 1.30124 0.13063 0.515 0.166 0.382 -0.3570
N -1.47056 -0.48371 0.71110 -0.421 0.540 1.009 -0.5816
H -0.85626 -0.19970 -0.08485 0.657 -0.212 0.039 0.4689
N 0.39137 0.61127 -1.15658 -2.405 -0.770 -1.965 -0.5705
N 2.90080 0.49556 -0.97159 3.164 -0.147 -0.397 -0.7647
C 1.65919 0.71250 -0.72719 -0.205 1.196 1.873 0.5168
H -2.38988 0.00656 0.64573 0.606 -1.091 0.356 0.4413
H 3.54043 1.01141 -0.35227 -0.351 -0.586 -0.465 0.4304
H 0.20502 1.31032 -1.89395 -0.050 -0.240 0.295 0.3645
C -1.08834 -1.11321 1.76667 1.146 0.597 -1.701 0.1605
H -1.73672 -1.35909 2.55325 -1.227 0.053 0.860 0.2189

31
Properties=species:S:1:pos:R:3:forces:R:3:mulliken_charge:R:1 method="wB97M-V/def2-TZVPD" molar_mass_g_mol=326.56 homo_ev=-8.97 gap_ev=4.12 total_charge=+1
C 0.17085 1.86158 -1.72647 1.046 -0.188 1.768 -0.3439
H 2.13723 0.20409 2.63312 0.304 -0.949 -0.029 0.2936
C 1.34621 1.78077 -2.76821 -0.257 0.932 0.333 -0.5624
N 1.60827 -0.50834 2.10550 -0.310 0.723 0.978 -0.5054
H -0.75550 1.81096 -2.31516 0.117 0.119 0.767 0.2745
H 0.70453 -0.43366 4.04185 0.090 -0.363 -0.317 0.3185
H -1.60465 -0.68353 3.44109 0.258 0.178 -0.238 0.4288
H -0.61940 -2.12297 1.01632 -0.143 0.463 0.006 0.4510
H 1.78022 2.79347 -2.82927 0.014 -0.417 -0.235 0.3183
N -0.47656 -1.43163 -2.88459 0.547 -0.441 -0.341 0.0936
O 0.34694 -2.14622 -3.34102 -0.124 -0.039 -0.183 -0.3494
H 2.15457 1.09267 -2.46305 -0.295 0.066 0.065 0.2980
C 0.18334 0.59769 -0.67142 -2.261 -1.200 -2.665 -0.3100
H -2.22669 -2.03538 1.75132 0.468 0.096 -0.194 0.3704
H -1.01512 0.54099 2.30381 0.364 -0.442 0.360 0.0201
H 0.62712 0.54447 -4.07824 -0.172 -0.229 -0.091 0.3135
H 0.14689 0.96070 0.42413 -4.229 -6.689 -4.932 -0.7232
O -0.50531 -1.53977 -1.51590 -0.667 0.660 0.516 -0.2014
H 0.60650 -2.02443 3.28117 -0.135 0.349 -0.329 0.3522
C -1.39246 -1.42013 1.36451 -0.926 0.830 0.530 -0.6632
C -0.91665 -0.54348 2.59394 1.018 -1.276 -0.704 -0.1076
H 1.14246 0.01508 -0.88748 -0.811 0.597 1.028 0.6903
O 0.85691 1.47728 -4.04514 0.262 0.145 0.228 -0.5124
C -1.08220 -0.27801 -1.04986 0.586 0.400 1.705 -0.3701
Ba 1.06553 2.13027 1.01184 5.395 6.698 4.338 1.6551
C 0.54025 -0.94750 3.07471 -1.417 1.287 0.368 -0.8140
H 0.20501 2.84166 -1.11275 -0.220 -0.408 -1.446 0.4738
H -2.86696 -1.08735 -0.20269 0.268 0.326 0.157 0.4318
H -2.40114 0.38642 0.64458 0.209 -0.067 -0.413 0.3711
C -1.99455 -0.53507 0.18915 0.767 -1.396 -0.563 -0.8958
H 2.23438 -1.30066 2.01420 0.255 0.233 -0.468 0.2044

18
Properties=species:S:1:pos:R:3:forces:R:3:nbo_charge:R:1 method="wB97M-V/def2-TZVPD" molar_mass_g_mol=104.22 e_above_lowest_kcal_mol=53.0 homo_ev=-9.12 gap_ev=9.98 smiles="C=CC.CCS"
S -0.06491 -2.16883 -0.89414 -0.288 -0.114 1.432 -0.0635
H 1.51460 -3.12228 1.37655 1.595 -0.770 -0.522 0.2229
C -0.58158 1.55820 -0.99209 2.123 -1.074 2.560 -0.1816
H 0.04840 -0.67743 0.91449 0.753 0.702 0.229 0.2013
H 0.91082 -1.28586 -1.09849 0.156 0.018 -0.255 0.1172
H 1.15513 -1.84104 2.72830 0.454 -0.854 -1.445 0.2163
H 0.09870 -3.16704 2.47862 1.110 0.008 -0.856 0.2056
C -0.10792 -1.73155 0.94165 1.062 -0.405 -0.778 -0.4816
H 1.26158 2.50369 -0.33612 0.708 -0.451 -0.159 0.2315
C -1.72472 2.19278 -1.00121 -2.852 1.339 0.567 -0.4133
C 0.82552 -2.53255 1.88145 -3.221 1.639 2.608 -0.6247
H -2.67658 1.62368 -0.59742 1.926 1.489 -0.974 0.2080
C 0.83487 2.14194 -1.26266 -3.191 0.067 -1.940 -0.6698
H -1.81590 3.33646 -1.24352 0.045 -2.447 0.089 0.2005
H -1.05914 -1.78055 1.39525 -1.548 -0.427 -0.320 0.2125
H 1.25381 1.39792 -1.93745 1.233 -0.146 0.817 0.2241
H -0.53437 0.58794 -0.36944 -0.334 1.270 -1.730 0.1837
H 0.66167 2.96453 -1.98378 0.270 0.156 0.677 0.2108

45
Properties=species:S:1:pos:R:3:forces:R:3:nbo_charge:R:1 method="wB97M-V/def2-TZVPD" molar_mass_g_mol=631.51 homo_ev="-12.29 / -12.45" gap_ev="7.13 / 7.22" multiplicity=2 s_squared=0.7661 total_charge=+1
C -0.78364 0.96024 2.41539 -0.090 -0.023 -0.033 -0.1129
H -3.44826 -2.53973 -2.09074 0.010 0.003 -0.004 0.2294
C -0.50601 1.18182 1.06017 -0.221 0.105 0.007 0.4133
O 5.77912 -1.91640 -1.47848 0.035 0.011 0.009 -0.8807
H -3.46603 -1.68502 -0.53082 -0.010 0.008 0.004 0.2251
H -4.90723 -0.37668 -3.82331 0.014 -0.014 -0.018 0.2403
C -3.97213 0.84107 -1.52024 0.050 0.054 0.023 -0.6399
C 2.69448 -0.74406 -1.02747 -0.183 0.180 -0.268 0.5736
C 2.81429 -1.42398 0.27886 0.089 0.005 -0.004 -0.1838
C 4.16031 -1.56570 0.57026 -0.011 -0.027 0.080 -0.2154
O -1.97850 -0.31878 -2.18547 0.332 -0.068 -0.176 -0.6557
C 2.27135 -2.49664 2.32396 0.002 0.007 -0.006 -0.1925
C -3.84051 -1.67657 -1.55469 -0.036 -0.018 -0.002 -0.6354
H -5.05695 0.88802 -1.61268 0.001 -0.005 0.027 0.2455
H 3.92947 -3.08285 3.54435 0.000 -0.014 -0.008 0.2351
Cl -1.40122 -0.56903 2.91209 0.010 0.040 -0.015 0.0686
H 0.78872 -1.79694 0.92663 0.000 -0.002 -0.007 0.2235
C -0.10393 3.21106 2.96235 -0.020 -0.019 0.090 -0.0656
O 5.74592 0.31192 -0.36691 0.035 -0.015 -0.012 -0.8900
C -3.46834 -0.38567 -2.25195 0.066 0.039 -0.134 0.2869
H -3.71812 0.79751 -0.46060 0.005 -0.005 -0.001 0.2219
H -0.82551 1.76899 4.38437 -0.006 -0.001 -0.004 0.2628
C 0.42257 2.72776 -0.64380 0.116 -0.140 -0.064 0.4612
H -3.43107 -1.25901 -4.22852 0.014 -0.004 0.010 0.2297
C 0.02042 2.43479 0.69026 -0.040 0.084 0.008 -0.2800
H 5.65323 -2.24939 1.95781 0.001 -0.008 -0.005 0.2490
C 3.62611 -2.61690 2.61655 0.004 -0.001 0.013 -0.1670
Cl 0.09772 4.43554 4.15450 0.022 -0.009 -0.022 0.0747
C -3.82146 -0.37622 -3.72407 -0.036 -0.013 -0.008 -0.6340
H -3.55649 1.75093 -1.95500 -0.021 -0.002 -0.028 0.2218
Re -0.32444 0.02972 -1.63708 -0.660 -0.043 0.510 1.8564
C 0.20988 3.44903 1.65104 0.051 -0.055 -0.081 -0.1297
C 1.84441 -1.89279 1.14628 -0.014 0.035 0.030 -0.1785
H 1.53967 -2.88199 3.02135 0.003 0.016 0.006 0.2307
O -0.79059 0.18730 0.21525 0.434 -0.171 0.085 -0.6482
H -3.43383 0.51629 -4.21434 -0.015 0.019 0.015 0.2265
H 0.62453 4.40140 1.34786 -0.034 0.018 0.008 0.2475
O 1.47567 -0.43141 -1.49551 0.019 -0.251 -0.066 -0.6849
H -4.92751 -1.75780 -1.52265 0.010 -0.008 -0.001 0.2418
C -0.59258 1.95910 3.34520 0.045 0.037 0.041 -0.1445
C 4.59947 -2.15161 1.73610 -0.027 -0.014 -0.010 -0.1944
O 0.46570 1.92558 -1.60039 0.004 0.236 -0.083 -0.5683
S 5.09142 -0.88493 -0.77994 -0.061 0.037 -0.073 2.2782
H 0.76791 3.73753 -0.87338 0.030 0.021 0.065 0.1983
N 3.73201 -0.43555 -1.68260 0.083 -0.022 0.102 -0.6402

10
Properties=species:S:1:pos:R:3:forces:R:3:mulliken_charge:R:1 method="wB97M-V/def2-TZVPD" molar_mass_g_mol=213.07 homo_ev="-18.44 / -18.93" gap_ev="7.31 / 7.47" multiplicity=6 s_squared=8.7604 total_charge=+2
O 2.04735 -0.39246 0.16017 0.787 3.207 0.079 -0.6808
H -2.01553 0.64471 1.01972 0.028 0.032 -0.170 0.2873
H -2.26317 0.52913 -0.78263 0.009 -0.013 0.177 0.2849
H 0.82750 -1.72845 -0.92365 0.254 0.103 0.434 0.3671
C -1.51916 0.58802 0.03351 0.097 -0.189 -0.480 -0.1474
C 0.86818 -1.03462 -0.05656 -3.367 -1.560 0.556 -0.0308
H 0.33601 -1.62112 0.80000 1.916 0.005 -0.462 0.3011
Pm 2.21946 1.79143 0.08469 -1.170 -2.878 -0.097 2.1795
C -0.24342 1.31734 -0.20908 0.963 -0.011 0.821 -0.5897
C -0.25722 -0.09399 -0.12615 0.482 1.304 -0.856 0.0288

Repeat the first record exactly.
13
Properties=species:S:1:pos:R:3:forces:R:3:nbo_charge:R:1 method="wB97M-V/def2-TZVPD" molar_mass_g_mol=87.11 e_above_lowest_kcal_mol=95.2 homo_ev=-12.88 gap_ev=7.92 total_charge=+1
H 3.34186 0.05342 -1.78403 -0.859 0.273 0.455 0.4396
H -0.04418 -1.43755 1.92975 -0.570 0.221 -0.742 0.2330
N 0.93572 1.30124 0.13063 0.515 0.166 0.382 -0.3570
N -1.47056 -0.48371 0.71110 -0.421 0.540 1.009 -0.5816
H -0.85626 -0.19970 -0.08485 0.657 -0.212 0.039 0.4689
N 0.39137 0.61127 -1.15658 -2.405 -0.770 -1.965 -0.5705
N 2.90080 0.49556 -0.97159 3.164 -0.147 -0.397 -0.7647
C 1.65919 0.71250 -0.72719 -0.205 1.196 1.873 0.5168
H -2.38988 0.00656 0.64573 0.606 -1.091 0.356 0.4413
H 3.54043 1.01141 -0.35227 -0.351 -0.586 -0.465 0.4304
H 0.20502 1.31032 -1.89395 -0.050 -0.240 0.295 0.3645
C -1.08834 -1.11321 1.76667 1.146 0.597 -1.701 0.1605
H -1.73672 -1.35909 2.55325 -1.227 0.053 0.860 0.2189